38
Properties=species:S:1:pos:R:3:lowdin_charge:R:1 method="wB97M-V/def2-TZVPD" e_tot_ha=-805.9687 de_lowest_kcal_mol=0.00 charge=+1 largest_force_ev_per_a=1.63 multiplicity=2 homo_energy_ev="-10.8 / -10.8" homo_lumo_gap_ha="0.274 / 0.159" s2=0.772
C -0.491 -3.715 -1.573 -0.0026
C 0.341 -1.444 -0.623 0.0579
C -0.414 -2.654 -0.543 -0.1124
C -0.829 -1.345 1.279 -0.1578
C -1.122 -2.583 0.668 -0.1284
C -1.377 -0.965 2.471 0.0403
C -2.076 -3.433 1.233 0.0457
C -2.226 -1.898 3.095 -0.0155
C -2.635 -3.054 2.449 -0.0435
N 0.055 -0.702 0.402 0.1682
H 1.105 -1.078 -1.291 0.1607
H 0.503 0.197 0.552 0.1276
H -0.144 -3.363 -2.539 0.0913
H -1.531 -4.004 -1.743 0.1005
H -1.159 0.044 2.802 0.1282
H -2.366 -4.407 0.860 0.1323
H -2.721 -1.540 3.986 0.1220
H -3.352 -3.693 2.943 0.1195
H 0.036 -4.622 -1.271 0.1082
C 2.076 2.059 1.826 -0.0343
C 1.406 2.307 -1.837 -0.2268
C 0.966 2.354 -0.502 -0.1822
C 2.148 2.180 0.325 -0.2411
C 3.189 2.027 -0.525 -0.0465
C 0.462 2.444 -2.851 -0.0208
C -0.864 2.721 -2.557 -0.0765
C -0.355 2.712 -0.199 -0.0461
C -1.259 2.900 -1.217 -0.0844
N 2.752 2.078 -1.837 0.0865
H 3.269 1.737 -2.627 0.1561
H 0.685 2.213 -3.877 0.1059
H 4.236 1.873 -0.318 0.1283
H -1.528 2.735 -3.407 0.1043
H -0.657 2.704 0.844 0.1095
H 1.592 2.933 2.261 0.0856
H 3.056 2.069 2.296 0.0841
H -2.309 3.065 -1.027 0.1019
H 1.536 1.149 2.070 0.0546

=====

62
Properties=species:S:1:pos:R:3:lowdin_charge:R:1 method="wB97M-V/def2-TZVPD" e_tot_ha=-4927.6919 largest_force_ev_per_a=2.10 multiplicity=1 homo_energy_ev=-7.5 homo_lumo_gap_ha=0.247
Tl -0.434 -0.464 -0.690 1.0191
Br 3.111 -6.350 -3.862 0.7200
C 1.987 -4.911 -3.331 -0.6940
C 1.123 -4.334 -4.260 -0.1145
C 0.307 -3.308 -3.863 -0.0081
C 0.311 -2.799 -2.542 -0.3296
O -0.487 -1.811 -2.280 -0.1185
C 1.213 -3.395 -1.609 -0.1377
C 1.390 -2.948 -0.268 -0.0382
N 0.784 -1.953 0.304 0.0245
C 1.044 -1.545 1.603 -0.1973
C 1.663 -2.362 2.552 -0.0273
C 1.935 -1.905 3.823 -0.0904
C 1.579 -0.610 4.171 -0.0323
C 0.919 0.212 3.274 -0.1519
C 0.582 1.578 3.592 -0.0037
C -0.091 2.333 2.731 0.0265
C -0.586 1.819 1.403 -0.3783
N -0.016 0.541 1.053 0.0058
C 0.611 -0.238 1.968 -0.1540
C 2.033 -4.457 -2.039 -0.0857
H 1.101 -4.697 -5.276 0.1040
H -0.390 -2.860 -4.554 0.1189
H 2.154 -3.489 0.292 0.1285
H 1.916 -3.378 2.293 0.1027
H 2.414 -2.556 4.537 0.1000
H 1.800 -0.234 5.159 0.1126
H 0.913 1.974 4.541 0.1171
H -0.304 3.368 2.929 0.1163
H 0.337 2.342 -0.390 0.1238
H 2.708 -4.916 -1.332 0.1091
O -4.135 0.760 -1.486 -0.2053
S -2.865 0.655 -0.871 0.4860
O -2.721 1.864 0.126 -0.1538
O -2.570 -0.587 -0.139 -0.2898
O -1.732 0.868 -1.822 -0.3461
N -4.021 3.347 4.266 0.1661
C -3.573 2.389 3.413 -0.4989
O -3.805 1.212 3.625 0.0603
C -2.765 2.840 2.264 -0.1164
C -2.571 4.133 1.897 -0.0387
C -1.726 4.608 0.857 -0.0842
C -0.757 3.962 0.155 -0.0978
N -0.199 2.752 0.364 0.1010
C -2.177 1.741 1.443 -0.1827
H -4.635 3.067 5.011 0.1091
H -3.871 4.322 4.101 0.0783
H -3.129 4.912 2.402 0.1066
H -1.880 5.642 0.580 0.0953
H -0.286 4.504 -0.657 0.1295
H -2.469 0.767 1.850 0.1516
C 3.363 -0.792 -3.036 -0.0437
N 2.182 -0.386 -3.765 0.0431
C 1.138 0.208 -3.163 -0.6011
N 0.084 0.542 -3.932 0.2035
O 1.202 0.497 -1.944 -0.0413
H 3.934 -1.484 -3.650 0.0929
H 3.066 -1.294 -2.113 0.0787
H 3.984 0.069 -2.776 0.0928
H 2.145 -0.577 -4.752 0.1445
H -0.089 0.018 -4.774 0.1163
H -0.747 0.796 -3.403 0.0769

=====

41
Properties=species:S:1:pos:R:3:lowdin_charge:R:1 method="wB97M-V/def2-TZVPD" e_tot_ha=-9199.2537 de_lowest_kcal_mol=0.00 charge=+2 largest_force_ev_per_a=2.18 multiplicity=5 homo_energy_ev="-14.4 / -15.2" homo_lumo_gap_ha="0.274 / 0.243" s2=6.035
Rh 0.675 0.423 -0.708 1.2171
Br 0.936 -4.299 1.347 0.9570
C -0.227 -2.940 1.828 -0.5760
C -1.279 -3.154 2.710 -0.1207
C -2.229 -2.186 2.956 -0.5727
Br -3.719 -2.521 4.031 0.9535
C -2.087 -0.878 2.364 -0.1697
C -2.925 0.251 2.681 0.0339
C -2.749 1.466 2.053 0.0009
C -1.731 1.587 1.103 -0.0796
N -0.934 0.565 0.834 0.0045
C -1.116 -0.657 1.434 -0.1585
C -0.111 -1.701 1.139 -0.3833
O 0.748 -1.549 0.240 -0.1158
H -1.407 -4.085 3.203 0.1094
H -3.676 0.117 3.451 0.0917
H -3.329 2.359 2.277 0.1315
H -1.480 2.543 0.573 0.1433
Se -2.967 -2.254 -2.065 1.2380
N -2.985 -1.759 -3.742 -0.2010
C -1.957 -0.986 -3.956 -0.3587
C -1.501 -0.389 -5.152 0.0365
C -0.434 0.441 -5.123 -0.0003
C 0.218 0.708 -3.859 -0.0783
N -0.092 0.134 -2.746 -0.0330
C -1.147 -0.719 -2.757 -0.4610
N -1.536 -1.290 -1.659 -0.2355
H -1.976 -0.592 -6.089 0.1341
H -0.090 0.968 -6.017 0.1312
H 1.043 1.431 -3.866 0.1321
Cl 5.457 -0.219 2.485 0.7424
C 4.311 0.854 1.734 -0.6154
C 4.465 2.231 1.851 -0.0267
C 3.573 3.071 1.179 -0.0053
C 2.521 2.455 0.521 -0.1337
N 2.388 1.131 0.387 -0.0918
C 3.301 0.320 0.971 -0.1254
H 5.337 2.618 2.363 0.1291
H 3.696 4.130 1.179 0.1200
H 1.778 3.122 0.053 0.1197
H 3.237 -0.746 0.795 0.1165

=====

7
Properties=species:S:1:pos:R:3:lowdin_charge:R:1 method="wB97M-V/def2-TZVPD" e_tot_ha=-1773.8019 de_lowest_kcal_mol=75.07 largest_force_ev_per_a=7.31 multiplicity=1 homo_energy_ev="-10.2 / -10.2" homo_lumo_gap_ha="0.245 / 0.246"
C 0.354 0.590 -0.897 -0.4123
O -1.780 -0.356 0.607 -0.4099
P -0.380 -0.505 0.287 -0.3104
S -0.075 2.415 0.056 0.4516
Cl -0.161 -2.357 -0.454 0.3391
Cl 0.780 -0.543 2.001 0.2888
H 1.262 0.757 -1.601 0.0532

=====

32
Properties=species:S:1:pos:R:3:lowdin_charge:R:1 method="wB97M-V/def2-TZVPD" e_tot_ha=-5043.1257 de_lowest_kcal_mol=208.86 largest_force_ev_per_a=6.17 multiplicity=1 homo_energy_ev=-9.4 homo_lumo_gap_ha=0.348
C 1.415 -2.064 0.522 0.0503
N -0.021 -2.095 -0.043 -0.4013
O -0.929 -2.109 0.763 -0.1552
O -0.212 -2.068 -1.231 -0.3975
H 1.943 -1.343 -0.102 -0.0054
H 1.926 -3.026 0.531 0.1045
H 1.360 -1.738 1.561 0.0904
C -0.408 0.388 -0.464 -1.0015
Cl -0.900 2.096 -0.270 0.5382
Cl -0.645 -0.150 -2.119 0.7033
H 0.599 0.277 -0.063 -0.1735
H -1.085 -0.181 0.175 -0.1668
C -0.250 4.385 -0.220 -1.1209
Cl -1.980 4.309 -0.591 0.4944
Cl 0.643 4.089 -1.710 0.5175
H -0.087 5.357 0.246 0.0386
H 0.027 3.623 0.509 -0.0439
C -2.438 -2.122 -2.028 -0.9605
Cl -2.527 -1.323 -3.624 0.5013
Cl -1.565 -3.683 -2.183 0.6302
H -2.000 -1.426 -1.313 -0.0507
H -3.437 -2.393 -1.686 0.0387
C 3.781 1.334 -0.290 -0.9050
Cl 4.734 1.089 1.214 0.4986
Cl 2.186 0.684 -0.082 0.7286
H 3.548 2.388 -0.445 0.0290
H 4.207 0.732 -1.093 0.0412
C -1.600 -1.179 2.812 -0.8289
Cl -2.134 0.008 1.518 0.6757
Cl -0.429 -0.395 3.955 0.4892
H -2.521 -1.364 3.366 0.0257
H -1.203 -2.099 2.385 0.0156

=====

16
Properties=species:S:1:pos:R:3:lowdin_charge:R:1 method="wB97M-V/def2-TZVPD" e_tot_ha=-370.8547 de_lowest_kcal_mol=99.69 largest_force_ev_per_a=4.39 multiplicity=1 homo_energy_ev="-9.6 / -9.1" homo_lumo_gap_ha="0.330 / 0.296"
C 0.280 0.566 0.469 -0.6506
C -1.179 -0.001 -0.083 -0.0726
C 0.385 1.893 -0.378 -0.0386
C 1.270 -0.432 -0.003 -0.0484
C -1.992 -1.110 0.416 -0.0140
O -0.076 0.690 1.769 -0.0279
F -2.059 1.020 -0.201 0.0451
H 1.441 2.187 -0.156 0.0846
H -0.406 2.648 0.103 0.1272
H 0.281 1.758 -1.493 0.0956
H 1.306 -0.609 -1.024 0.0706
H 1.269 -1.470 0.298 0.0956
H 2.230 -0.205 0.146 0.0421
H -3.042 -0.923 0.321 0.0854
H -1.761 -1.340 1.460 0.1086
H -1.611 -1.939 -0.190 0.0974

=====

99
Properties=species:S:1:pos:R:3:lowdin_charge:R:1 method="wB97M-V/def2-TZVPD" e_tot_ha=-6187.2687 charge=-3 largest_force_ev_per_a=4.16 multiplicity=1 homo_energy_ev=-6.4 homo_lumo_gap_ha=0.331
C -4.402 4.734 5.493 0.0415
N -3.826 3.566 4.741 -0.0740
C -2.511 3.544 4.560 0.0153
C -2.053 2.507 3.773 0.0464
C -2.847 1.414 3.407 -0.0917
C -4.186 1.432 3.828 0.0479
C -4.680 2.545 4.496 0.0276
C -2.254 0.302 2.557 -0.1173
C -2.859 -0.271 1.423 0.0388
C -2.078 -1.107 0.648 -0.0096
N -0.806 -1.387 0.868 -0.0450
C -0.243 -0.922 1.968 -0.0437
C -0.885 -0.058 2.776 0.0210
C -0.102 -2.397 -0.016 0.0670
H -3.757 5.098 6.283 0.0734
H -5.366 4.530 5.969 0.1021
H -4.425 5.533 4.714 0.1264
H -1.850 4.276 5.109 0.1352
H -1.011 2.510 3.497 0.1262
H -4.808 0.568 3.786 0.1155
H -5.748 2.697 4.697 0.1547
H -3.921 -0.134 1.232 0.1356
H -2.541 -1.491 -0.281 0.1387
H 0.763 -1.237 2.067 0.1170
H -0.275 0.366 3.565 0.1372
H 0.096 -1.856 -0.939 0.0822
H -0.779 -3.220 -0.117 0.1016
H 0.899 -2.637 0.430 0.1112
C 6.465 -4.935 -3.549 0.0635
N 5.374 -3.892 -3.841 -0.0564
C 4.082 -4.247 -4.152 0.0180
C 3.128 -3.308 -4.272 0.0537
C 3.399 -1.937 -4.074 -0.1351
C 4.690 -1.581 -3.821 0.0673
C 5.674 -2.601 -3.676 0.0253
C 2.288 -0.988 -4.141 -0.1274
C 2.041 -0.079 -3.134 0.0702
C 1.045 0.867 -3.380 0.0283
N 0.463 0.996 -4.614 -0.0876
C 0.694 0.109 -5.589 0.0283
C 1.589 -0.900 -5.336 0.0410
C -0.489 2.090 -4.790 0.0211
H 7.404 -4.357 -3.716 0.1014
H 6.374 -5.763 -4.255 0.0702
H 6.438 -5.268 -2.498 0.1130
H 3.955 -5.263 -4.295 0.1249
H 2.118 -3.559 -4.616 0.1442
H 5.021 -0.553 -3.730 0.1495
H 6.721 -2.334 -3.516 0.1454
H 2.604 -0.021 -2.210 0.0911
H 0.884 1.546 -2.561 0.1478
H 0.279 0.422 -6.500 0.1422
H 1.803 -1.570 -6.130 0.1290
H -0.144 2.783 -5.540 0.0996
H -0.668 2.541 -3.835 0.0962
H -1.410 1.689 -5.213 0.1088
B 7.470 -8.647 -4.957 -1.2475
F 6.355 -7.632 -4.808 -0.0583
F 8.623 -7.827 -5.039 0.0648
F 7.504 -9.490 -3.874 0.1239
F 7.174 -9.317 -6.069 0.1709
B 4.418 0.610 -7.071 -1.2461
F 5.748 0.195 -7.325 0.0749
F 4.369 1.696 -6.177 0.0771
F 3.713 1.040 -8.234 0.0610
F 3.805 -0.453 -6.436 0.1200
B -1.619 -1.812 -3.460 -1.1498
F -0.965 -0.527 -3.256 0.0576
F -0.753 -2.922 -3.343 0.0936
F -2.601 -1.798 -2.367 0.0106
F -2.385 -1.834 -4.611 0.1211
P -0.577 5.657 7.361 0.1667
F 0.129 5.029 8.687 -0.1740
F -1.824 4.652 7.604 -0.1818
F -1.426 6.733 8.223 -0.1728
F -1.328 6.232 5.979 -0.2142
F 0.618 6.657 7.208 -0.1296
F 0.226 4.554 6.397 -0.2024
P 3.420 -0.208 0.549 0.1719
F 3.899 -1.301 -0.653 -0.2144
F 1.964 -0.382 -0.168 -0.1941
F 3.091 -1.507 1.510 -0.1858
F 2.775 0.703 1.688 -0.1431
F 4.821 0.032 1.234 -0.1214
F 3.710 0.988 -0.475 -0.1492
P -9.391 5.717 3.799 0.0970
F -10.641 4.960 4.237 -0.1079
F -9.162 4.716 2.579 -0.1626
F -10.220 6.752 2.829 -0.1941
F -7.995 6.489 3.306 -0.2244
F -9.572 6.751 5.064 -0.2000
F -8.497 4.803 4.814 -0.2041
P -2.884 -2.615 4.569 0.1868
F -3.694 -3.699 3.679 -0.1611
F -1.615 -2.819 3.517 -0.1790
F -3.579 -1.349 3.635 -0.2239
F -2.054 -1.472 5.212 -0.1146
F -4.120 -2.383 5.622 -0.1731
F -2.296 -3.763 5.466 -0.1232

=====

27
Properties=species:S:1:pos:R:3:lowdin_charge:R:1 method="wB97M-V/def2-TZVPD" e_tot_ha=-532.4232 de_lowest_kcal_mol=106.54 charge=+1 largest_force_ev_per_a=4.23 multiplicity=1 homo_energy_ev="-12.5 / -12.5" homo_lumo_gap_ha="0.239 / 0.239"
C 2.429 -1.655 -0.015 -0.1917
C 2.437 0.536 0.072 -0.4076
C 1.957 1.943 0.143 -0.0888
C 0.534 2.195 -0.465 -0.0888
C -0.600 0.011 -0.560 0.0394
C -1.471 -1.331 1.336 -0.0822
C -2.890 -1.079 -0.796 -0.0112
C -1.446 -1.122 -0.116 -0.4111
N 3.648 -1.241 -0.074 0.0388
N 3.646 0.094 0.084 0.0580
N 1.604 -0.560 0.017 0.1327
N -0.542 1.277 0.131 0.0768
H 2.002 -2.551 -0.161 0.0767
H 2.005 2.311 1.196 0.1330
H 2.673 2.617 -0.382 0.1455
H 0.241 3.216 -0.298 0.1300
H 0.636 1.991 -1.505 0.1197
H -0.306 0.093 -1.656 0.1721
H -2.210 -2.136 1.418 0.1055
H -1.760 -0.599 2.117 0.1075
H -0.584 -1.720 1.718 0.0637
H -3.493 -0.317 -0.280 0.0890
H -3.362 -2.067 -0.749 0.0947
H -2.846 -0.832 -1.887 0.0950
H -0.873 -1.992 -0.500 0.1609
H -0.093 1.019 1.145 0.2558
H -1.336 1.899 0.066 0.1866

=====

13
Properties=species:S:1:pos:R:3:lowdin_charge:R:1 method="wB97M-V/def2-TZVPD" e_tot_ha=-340.6487 de_lowest_kcal_mol=91.73 largest_force_ev_per_a=1.61 multiplicity=1 homo_energy_ev=-7.7 homo_lumo_gap_ha=0.310
N 1.287 0.097 -1.104 0.0053
C 0.882 -0.481 0.214 -0.2728
C 0.216 0.582 0.914 -0.3621
O 0.697 1.433 1.813 0.1247
N -1.064 0.647 0.570 0.1274
C -1.364 -0.467 -0.282 -0.1116
C -0.254 -1.225 -0.332 -0.1342
H 0.371 0.294 -1.567 0.0737
H 1.806 -0.561 -1.670 0.0575
H 1.595 1.122 2.016 0.1316
H -1.705 1.355 0.889 0.1591
H -2.374 -0.641 -0.600 0.0942
H -0.092 -2.156 -0.859 0.1072

=====

14
Properties=species:S:1:pos:R:3:lowdin_charge:R:1 method="wB97M-V/def2-TZVPD" e_tot_ha=-212.4933 de_lowest_kcal_mol=36.30 largest_force_ev_per_a=1.81 multiplicity=1 homo_energy_ev=-8.9 homo_lumo_gap_ha=0.372
C -1.528 0.413 -0.561 -0.0688
C -0.569 0.555 0.602 -0.3161
C 0.101 -0.671 1.152 -0.1406
N 0.882 0.387 0.578 -0.1596
C 1.584 -0.088 -0.587 -0.1177
H -2.544 0.254 -0.173 0.0788
H -1.555 1.310 -1.190 0.0725
H -1.276 -0.449 -1.181 0.0676
H -0.806 1.415 1.239 0.1293
H 0.137 -1.530 0.421 0.1023
H 0.227 -0.902 2.211 0.1004
H 2.610 -0.328 -0.276 0.0808
H 1.103 -1.083 -0.896 0.0845
H 1.633 0.718 -1.337 0.0866

=====

10
Properties=species:S:1:pos:R:3:lowdin_charge:R:1 method="wB97M-V/def2-TZVPD" e_tot_ha=-1124.8393 de_lowest_kcal_mol=74.74 largest_force_ev_per_a=2.75 multiplicity=1 homo_energy_ev=-10.6 homo_lumo_gap_ha=0.385
C 1.427 0.080 -0.519 -0.1037
C 0.302 -0.162 -1.466 0.0279
C -0.054 -0.048 -0.237 -0.3508
O -1.113 1.319 1.736 -0.3066
O -2.547 -0.128 0.327 -0.3258
S -1.295 0.119 0.987 0.3518
Cl -0.811 -1.514 2.110 0.4051
H 1.719 1.132 -0.447 0.0875
H 2.116 -0.554 0.053 0.0969
H 0.256 -0.244 -2.543 0.1177

=====

49
Properties=species:S:1:pos:R:3:lowdin_charge:R:1 method="wB97M-V/def2-TZVPD" e_tot_ha=-1148.2663 de_lowest_kcal_mol=430.59 largest_force_ev_per_a=15.83 multiplicity=1 homo_energy_ev=-8.1 homo_lumo_gap_ha=0.302
C -0.827 1.832 -4.003 -0.0714
C -0.170 1.916 -2.700 -0.1582
C -0.375 1.266 -1.509 -0.1807
C -1.494 0.350 -1.459 -0.2950
O -2.330 -0.129 -2.481 -0.0718
O -1.578 0.065 -0.220 0.0154
C -2.517 -0.882 0.098 -0.1150
H -2.352 -1.888 -0.838 0.2256
C -1.970 -1.776 1.308 -0.2407
C -2.310 -0.802 2.574 -0.1453
C -1.607 -1.414 3.918 -0.1518
C -2.438 -2.748 4.007 -0.2154
C -2.529 -3.735 2.827 -0.2848
C -2.718 -3.043 1.700 -0.2952
H -2.616 -3.808 0.705 0.1778
H -3.869 -2.676 1.697 0.1717
H -1.468 -3.897 2.897 0.1256
H -2.967 -4.504 3.128 0.0505
H -2.177 -3.327 5.102 0.1527
H -3.590 -2.412 4.292 0.1419
H -0.722 -1.662 3.745 -0.0104
H -1.865 -0.564 4.771 0.1680
H -1.600 0.164 2.465 0.1225
H -3.257 -0.381 2.721 0.0810
H -0.776 -2.170 1.222 0.2053
H -3.453 -0.754 0.185 0.0557
C 0.246 1.734 -0.433 -0.1892
N 1.396 2.789 -0.524 0.1669
C 1.626 3.539 -1.745 -0.5995
O 2.431 4.291 -1.827 0.1827
N 1.028 2.854 -2.848 0.1267
H 1.134 3.305 -3.851 0.1833
H 1.834 3.150 0.264 0.1072
C 1.163 0.528 -0.078 -0.1559
C 1.276 0.084 1.260 0.0547
C 2.277 -1.090 1.755 0.1451
C 2.868 -1.831 0.566 -0.3863
C 2.826 -1.042 -0.457 -0.1224
C 2.080 -0.132 -0.961 -0.0248
H 2.163 0.317 -1.966 0.1403
H 3.303 -1.657 -1.252 0.1525
O 3.752 -2.516 1.048 0.1710
H 3.589 -2.875 1.834 0.0689
H 2.025 -1.309 2.606 -0.0236
H 0.843 0.541 1.965 0.0077
H -0.377 1.820 0.529 0.1806
H -1.714 1.056 -3.941 0.0905
H -1.435 2.715 -4.363 0.0977
H -0.006 1.366 -4.875 0.1680